A structure of composition C14H17Al2BBeBrClF6N8O18. Source: OMol25; level of theory: ωB97M-V with the def2-TZVPD basis set.

```
! RIJCOSX wB97M-V def2-TZVPD def2/J DEFGRID3
* xyz 0 1
Br 3.840 -0.999 -1.790
Cl -9.541 -5.016 2.979
Al 3.850 -1.908 5.706
Al 1.392 -2.019 -1.614
F 3.271 -2.142 4.057
F 1.577 0.996 1.902
F 5.550 -2.133 5.722
F 3.456 -0.310 6.191
F -2.811 1.735 -1.536
F 3.082 -3.052 6.724
O -4.211 6.376 -5.930
O -0.362 3.583 1.281
O -5.097 3.777 -3.077
O 4.831 -2.944 0.156
O -5.979 -1.484 0.429
O -3.868 -0.256 2.853
O -3.611 2.209 0.479
O 10.228 -5.421 -0.790
O 4.628 -5.032 0.987
O -10.155 -0.275 1.085
O 2.038 3.729 -0.255
O -7.629 -2.409 1.988
O -7.927 -0.207 1.139
O -9.773 -2.980 2.128
O -3.416 5.116 -3.213
O -3.766 -1.284 0.150
O -4.403 4.805 -1.314
O -6.064 -0.642 2.641
N -4.309 4.564 -2.539
N 3.055 1.686 -0.971
N -0.247 1.732 -0.100
N 8.591 -3.971 -0.182
N 1.402 0.284 -0.887
N 8.223 -6.241 -0.106
N 1.984 2.429 -0.534
N -1.902 3.524 -0.359
C 9.093 -5.226 -0.387
C -2.877 2.453 -0.399
C 0.981 1.527 -0.481
C -4.801 -0.633 2.214
C -4.750 -1.162 0.821
C -8.879 -2.179 1.855
C 5.370 1.715 -0.336
C 4.264 -3.895 0.754
C -5.054 5.534 -6.701
C -9.102 -0.770 1.311
C 2.716 0.421 -1.183
C 4.376 2.243 -1.142
C 2.854 -3.550 1.268
C -0.809 2.983 0.359
B -6.889 -1.178 1.548
Be 2.385 -1.012 1.825
H 4.535 3.044 -1.872
H 5.357 1.915 0.749
H 2.364 -4.378 1.783
H 2.123 4.204 -1.104
H -2.259 4.276 0.233
H 7.660 -3.790 0.149
H 2.247 -3.273 0.392
H 8.554 -7.177 -0.243
H -0.865 0.922 -0.106
H 2.959 -2.712 1.978
H -4.313 6.112 -5.007
H -6.095 5.659 -6.393
H -4.955 5.811 -7.750
H -4.756 4.489 -6.575
H 9.198 -3.197 -0.375
H 7.286 -6.097 0.226
H 6.153 1.105 -0.807
*
```

Results
E_HOMO = -7.7146 eV
E_tot = -6493.6934 hartree
HOMO-LUMO gap = 0.04744 hartree
LUMO energy = -6.424 eV